The following is a DFT calculation (ωB97M-V/def2-TZVPD) of C17H28NO2P2Zr as an isolated structure at a distorted geometry.

Structure (XYZ):
```
51
Properties=species:S:1:pos:R:3:forces:R:3
Zr 0.7033 0.6510 0.2126 3.398 -2.377 -0.207
P 2.6470 -1.0168 0.8214 0.328 -0.422 -0.527
C 2.6219 -1.6088 -0.8846 -0.581 2.087 -0.753
C 1.4099 -1.6425 -1.6409 0.967 1.151 0.404
N 0.2769 -0.8909 -1.2696 0.524 0.795 1.774
C -0.9341 -1.1726 -1.7977 -0.639 -1.287 -1.554
C -1.0185 -2.1128 -2.8115 -1.322 1.026 0.990
C 0.1141 -2.7085 -3.3579 1.196 -0.367 -0.301
C 1.3450 -2.3757 -2.8342 -0.684 -0.906 -0.844
C -2.2649 -0.5322 -1.3676 -0.122 -1.010 -0.620
P -2.3577 1.1611 -0.7857 0.661 -0.312 0.868
H 2.2636 -2.7594 -3.2546 -0.004 -0.171 0.038
H -2.0106 -2.3242 -3.1907 0.134 -0.165 -0.200
H -0.0010 -3.4369 -4.1780 0.234 0.591 0.405
H -2.9063 -0.5581 -2.2748 0.194 0.107 0.446
H -2.7738 -1.2251 -0.6624 0.277 0.697 -0.020
H 2.7788 2.3274 -2.0158 1.023 0.201 0.461
H 3.5785 -1.6997 -1.4319 -0.643 -0.252 0.287
H 0.1974 6.8287 -1.1099 -0.390 -0.747 -0.353
O 1.9137 2.1316 -1.6567 -1.323 -0.607 -0.184
H 1.4322 2.0703 -2.5006 -0.268 0.020 0.269
H -0.9614 1.2856 -0.1443 -3.872 1.291 -1.423
O -0.2458 6.0443 -1.5023 0.092 0.503 0.192
H 0.1418 5.2731 -1.0872 0.324 0.195 0.191
C -2.6188 2.4056 -2.0270 0.163 0.549 -0.418
H -3.5952 2.3664 -2.5516 0.323 -0.422 0.482
H -2.5725 3.3854 -1.5409 0.030 0.008 0.030
H -1.8385 2.3734 -2.7888 0.013 -0.065 -0.038
C -3.4667 1.3799 0.5892 -0.212 0.328 0.474
H -3.2330 2.3590 1.0254 -0.087 -0.055 -0.002
H -4.5358 1.4114 0.3111 0.466 -0.117 -0.292
H -3.3284 0.6167 1.3579 0.084 -0.018 -0.173
C 2.4703 -2.6543 1.5733 -0.344 0.178 0.830
H 3.4440 -3.1356 1.6199 0.137 0.002 0.084
H 2.0050 -2.6062 2.5510 0.175 -0.077 0.355
H 1.8275 -3.2493 0.9288 -0.030 0.101 -0.084
C 4.2320 -0.1766 1.2913 -0.152 -0.170 0.039
H 4.1369 0.1347 2.3461 0.048 -0.246 -0.359
H 5.1244 -0.8162 1.1820 -0.470 0.111 -0.006
H 4.3823 0.7379 0.6985 -0.117 -0.317 0.051
C -0.7029 -0.8339 4.2325 0.115 -0.335 0.171
C -0.9706 -1.8376 3.2821 -0.406 -0.097 0.182
C -1.0262 -1.5359 1.9228 0.269 0.109 0.563
C -0.6930 -0.2411 1.5535 -0.152 0.943 -1.127
C -0.5039 0.8140 2.4714 -0.003 -1.461 0.897
C -0.4880 0.4857 3.8503 0.103 0.683 -0.385
H -0.6834 -1.0983 5.3002 0.011 0.157 -0.591
H -1.1667 -2.8606 3.6097 0.039 0.322 0.015
H -1.3065 -2.2738 1.1710 0.356 -0.022 0.229
H -0.5269 1.8668 2.1741 0.360 0.241 -0.064
H -0.3155 1.2736 4.5912 -0.225 -0.371 -0.200
```
Positions in Å, forces in eV/Å.

Summary:
Orbital gap (spin up / spin down) (eV): 5.30 / 5.31
Net charge: +3
E_tot (hartree): -1598.4569
ΔE to the lowest compared entry with this formula, charge and spin (kcal/mol): 0.00
LUMO (spin up / spin down) (eV): -10.979 / -10.975